Computed, not measured: 2 unconnected molecules or ions with the total composition C23H43FO6P at a distorted geometry, with ωB97M-V/def2-TZVPD.

Summary:
Total energy (eV): -48824.2662
E_HOMO (eV): -4.72
Total charge: -1

Element x y z (Å)
C: 0.883 -1.806 3.965
C: -0.658 -1.223 4.269
C: -0.439 0.309 4.806
C: -1.229 -2.221 5.484
C: -1.469 -1.379 2.864
C: -2.686 -0.328 2.595
C: -3.675 -0.035 3.868
C: -3.664 -1.068 1.454
C: -2.204 1.086 1.842
C: -1.881 2.492 2.644
C: -1.439 3.905 1.879
C: -1.302 4.008 0.216
O: -0.963 5.236 -0.517
C: 0.486 5.460 -0.612
C: 1.393 4.115 -0.828
O: 2.737 4.340 -1.381
C: 3.433 3.015 -1.276
C: 3.092 1.995 -2.512
P: 2.243 0.359 -2.007
F: 1.336 0.954 -0.631
O: 3.032 -0.328 -3.429
C: 1.862 -0.992 -4.066
C: 0.957 -1.788 -2.927
C: -0.660 -1.372 -2.969
C: 1.269 -3.385 -3.126
C: 0.044 -4.238 -3.833
O: -0.840 -4.871 -2.838
O: 1.371 -1.149 -1.657
C: -1.631 2.595 -0.590
C: -2.058 1.176 0.178
H: 1.435 -2.158 4.935
H: 1.550 -0.948 3.470
H: 0.805 -2.746 3.235
H: -1.417 0.804 5.275
H: 0.079 1.020 4.010
H: 0.329 0.251 5.715
H: -0.308 -2.449 6.210
H: -2.040 -1.707 6.154
H: -1.555 -3.285 5.069
H: -0.682 -1.247 1.983
H: -1.856 -2.503 2.756
H: -3.342 -0.506 4.885
H: -4.766 -0.466 3.648
H: -3.852 1.127 4.069
H: -4.122 -2.010 2.017
H: -3.031 -1.506 0.557
H: -4.526 -0.358 1.096
H: -1.959 2.497 3.819
H: -1.216 4.872 2.543
H: 0.893 6.094 0.284
H: 0.649 6.133 -1.585
H: 0.818 3.439 -1.626
H: 1.460 3.574 0.222
H: 4.592 3.286 -1.372
H: 3.316 2.521 -0.217
H: 4.132 1.688 -3.010
H: 2.516 2.586 -3.375
H: 3.256 -0.063 -1.037
H: 1.122 0.879 -2.801
H: 1.067 -0.331 -4.615
H: 2.347 -1.630 -4.921
H: -0.922 -1.268 -4.111
H: -1.325 -2.210 -2.465
H: -0.757 -0.323 -2.424
H: 2.218 -3.522 -3.835
H: 1.532 -3.942 -2.128
H: 0.571 -5.123 -4.436
H: -0.532 -3.606 -4.644
H: -0.915 -4.305 -1.998
H: -1.551 2.640 -1.759
H: -2.247 0.262 -0.543
O: 3.284 -3.292 -6.515
H: 3.467 -3.791 -7.326
H: 4.146 -3.239 -6.074

=====

Computed, not measured: C3H7N3 in the gas phase at a distorted geometry, with ωB97M-V/def2-TZVPD.

Summary:
Total energy (eV): -7694.4595
Energy above the lowest of the compared OMol25 structures with the same formula, charge and spin (eV): 0.220
E_HOMO (eV): -8.36
Total charge: 0
SMILES string: [H]/N=C(N)/C=C\N

Element x y z (Å)
C: 1.422 -0.712 0.082
C: 0.127 -1.022 0.212
C: -0.984 -0.091 0.029
H: 1.345 1.231 -0.564
H: 2.868 0.517 -0.664
H: 2.126 -1.503 0.219
H: -0.123 -2.046 0.413
H: -0.012 1.408 1.016
H: -1.406 1.925 0.205
H: -2.831 0.263 -0.365
N: 1.985 0.532 -0.207
N: -0.615 1.297 0.198
N: -2.134 -0.522 -0.305

=====

Computed, not measured: a molecular structure, C39H40As2F2N3OPSY at a distorted geometry, with ωB97M-V/def2-TZVPD.

Summary:
Total energy (eV): -195884.7355
Energy above the lowest of the compared OMol25 structures with the same formula, charge and spin (eV): 0.446
E_HOMO (eV): -9.55
Total charge: +1

Element x y z (Å)
Y: -0.037 -0.036 0.089
C: -2.062 -2.219 -4.970
N: -0.810 -1.494 -4.896
C: -0.130 -0.962 -5.971
C: 1.009 -0.428 -5.508
N: 1.031 -0.628 -4.126
C: -0.108 -1.292 -3.757
S: -0.570 -1.880 -2.261
C: 2.116 -0.191 -3.323
C: 3.380 -0.183 -3.904
C: 4.428 0.396 -3.215
C: 4.174 0.949 -1.971
C: 2.898 0.836 -1.453
N: 1.875 0.255 -2.094
H: -2.613 -1.884 -5.846
H: -2.642 -2.020 -4.074
H: -1.880 -3.292 -5.040
H: -0.512 -1.003 -6.976
H: 1.779 0.110 -6.028
H: 3.532 -0.628 -4.877
H: 5.421 0.417 -3.644
H: 4.946 1.452 -1.407
H: 2.684 1.246 -0.474
O: -2.316 0.877 1.855
C: -1.735 1.326 0.860
C: -2.107 2.686 0.367
C: -2.855 3.573 1.145
C: -3.185 4.820 0.653
C: -2.778 5.195 -0.624
C: -2.031 4.327 -1.402
C: -1.677 3.076 -0.900
P: -0.780 1.826 -1.911
C: 0.366 2.895 -2.841
C: 1.117 3.800 -2.085
C: 2.094 4.574 -2.687
C: 2.354 4.439 -4.045
C: 1.641 3.515 -4.792
C: 0.657 2.741 -4.193
C: -2.195 1.405 -3.000
C: -3.139 0.516 -2.484
C: -4.302 0.240 -3.184
C: -4.521 0.823 -4.424
C: -3.593 1.713 -4.942
C: -2.442 2.016 -4.227
H: -3.170 3.255 2.131
H: -3.762 5.509 1.258
H: -3.048 6.168 -1.016
H: -1.712 4.622 -2.394
H: 0.930 3.900 -1.022
H: 2.659 5.285 -2.098
H: 3.108 5.054 -4.518
H: 1.848 3.397 -5.849
H: 0.101 2.027 -4.787
H: -2.975 0.059 -1.515
H: -5.040 -0.429 -2.760
H: -5.423 0.598 -4.979
H: -3.773 2.197 -5.894
H: -1.752 2.753 -4.616
C: -1.551 -2.353 3.283
As: -1.756 -1.881 1.397
C: -3.711 -1.853 1.346
C: -1.340 -3.631 0.603
C: -2.335 -4.588 0.419
C: -2.064 -5.802 -0.193
C: -0.774 -6.079 -0.620
C: 0.225 -5.136 -0.442
C: -0.040 -3.909 0.158
As: 1.365 -2.551 0.325
C: 2.194 -3.197 1.983
C: 2.739 -3.203 -0.904
H: -2.168 -3.223 3.498
H: -1.872 -1.511 3.893
H: -0.512 -2.581 3.512
H: -4.129 -2.631 1.982
H: -4.072 -1.972 0.325
H: -4.014 -0.880 1.724
H: -3.343 -4.378 0.754
H: -2.856 -6.525 -0.335
H: -0.550 -7.024 -1.099
H: 1.228 -5.359 -0.786
H: 2.147 -4.283 2.027
H: 1.689 -2.775 2.849
H: 3.234 -2.872 2.004
H: 3.131 -4.167 -0.588
H: 3.548 -2.472 -0.883
H: 2.348 -3.268 -1.918
F: 1.211 1.852 1.182
C: 1.206 0.588 1.927
F: 2.437 0.021 1.468
H: 1.416 0.896 2.949

=====

Computed, not measured: a molecular structure, C9H16 at a distorted geometry, with ωB97M-V/def2-TZVPD.

Summary:
Total energy (eV): -9588.4706
Energy above the lowest of the compared OMol25 structures with the same formula, charge and spin (eV): 2.741
E_HOMO (eV): -8.33
Total charge: 0

Element x y z (Å)
C: 1.123 0.290 0.440
C: 0.989 -0.967 -0.303
C: 1.935 1.359 -0.259
C: -1.172 1.879 -0.282
C: -0.352 -2.932 -1.313
C: -0.539 1.150 0.870
C: -0.499 -1.771 -0.380
C: -0.609 1.621 2.113
C: -1.528 -1.333 0.258
H: 1.445 0.139 1.468
H: 1.230 -0.846 -1.364
H: 1.607 -1.755 0.137
H: 1.609 1.490 -1.291
H: 2.992 1.080 -0.279
H: 1.838 2.318 0.250
H: -0.876 1.426 -1.230
H: -2.259 1.802 -0.230
H: -0.893 2.933 -0.309
H: 0.473 -3.576 -1.001
H: -0.124 -2.588 -2.324
H: -1.269 -3.516 -1.346
H: -1.171 2.513 2.356
H: -0.160 1.100 2.948
H: -1.230 -0.198 0.824
H: -2.560 -1.619 0.249

=====

Computed, not measured: 2 unconnected molecules or ions with the total composition C11H20OSi at a distorted geometry, with ωB97M-V/def2-TZVPD.

Summary:
Total energy (eV): -21651.1473
Energy above the lowest of the compared OMol25 structures with the same formula, charge and spin (eV): 5.430
E_HOMO (alpha / beta) (eV): -7.86 / -7.53
Total charge: 0

Element x y z (Å)
C: 2.666 -3.055 1.673
C: 3.491 -2.512 0.762
C: 1.456 -2.297 1.768
C: 1.736 -1.246 0.969
C: 0.266 -2.707 2.550
C: -1.193 0.103 -2.453
C: -1.457 2.556 -1.904
C: 0.862 1.541 -2.030
C: -0.305 2.115 1.656
C: -2.444 0.055 0.326
C: -0.616 1.298 -1.630
O: 2.926 -1.302 0.332
Si: -0.715 0.879 0.262
H: 2.999 -3.862 2.378
H: 4.495 -2.873 0.430
H: -0.576 -3.337 2.227
H: 0.681 -2.968 3.540
H: -0.211 -1.714 2.679
H: -0.799 -0.795 -1.817
H: -2.244 -0.007 -2.476
H: -0.860 0.103 -3.487
H: -1.448 2.816 -2.968
H: -1.162 3.457 -1.431
H: -2.514 2.509 -1.679
H: 1.481 0.713 -1.587
H: 1.087 1.484 -3.095
H: 1.249 2.558 -1.766
H: -0.583 1.654 2.561
H: 0.808 2.225 1.713
H: -0.746 3.075 1.550
H: -2.735 -0.471 1.348
H: -3.367 0.707 -0.070
H: -2.229 -0.703 -0.332

=====

Computed, not measured: a molecular structure, C6H12O, with ωB97M-V/def2-TZVPD.

Summary:
Total energy (eV): -8459.9059
Energy above the lowest of the compared OMol25 structures with the same formula, charge and spin (eV): 4.448
E_HOMO (eV): -8.02
Total charge: 0

Element x y z (Å)
C: 0.329 2.229 -0.417
C: 0.211 0.801 0.136
C: 0.327 0.789 1.658
C: -1.188 0.354 -0.276
O: -1.139 -0.420 -1.478
C: -1.175 -1.455 -0.536
C: 0.044 -2.338 -0.450
H: 1.299 2.654 -0.135
H: 0.254 2.242 -1.510
H: -0.463 2.868 -0.012
H: 1.012 0.205 -0.323
H: -0.547 1.282 2.099
H: 1.228 1.311 1.998
H: 0.367 -0.237 2.048
H: -1.437 -0.814 0.465
H: -2.123 -2.001 -0.596
H: 0.962 -1.773 -0.273
H: 0.157 -2.865 -1.403
H: -0.073 -3.085 0.342

=====

Computed, not measured: a molecular structure, C6H7NO6 at a distorted geometry, with ωB97M-V/def2-TZVPD.

Summary:
Total energy (eV): -20096.4731
Energy above the lowest of the compared OMol25 structures with the same formula, charge and spin (eV): 5.947
E_HOMO (alpha / beta) (eV): -5.88 / -5.89
Total charge: 0

Element x y z (Å)
N: 2.288 -4.681 2.881
O: 1.969 -0.527 -1.670
O: 2.749 -3.131 2.677
C: 2.473 -2.156 0.116
C: 2.510 -0.841 -0.593
C: 3.574 -0.076 0.144
C: 3.255 -3.055 4.500
C: 4.629 -3.648 4.375
C: 3.676 -2.108 0.650
O: 2.731 -5.684 2.536
O: 5.407 -3.418 3.454
O: 4.724 -0.609 0.352
O: 2.335 -3.765 5.206
H: 1.655 -2.968 -0.070
H: 2.250 0.395 -1.894
H: 3.303 0.957 0.277
H: 3.298 -1.990 4.721
H: 4.834 -4.433 5.138
H: 4.469 -2.767 1.336
H: 1.466 -3.315 5.169

=====

Computed, not measured: a molecular structure, C42H47N7OPSeZr at a distorted geometry, with ωB97M-V/def2-TZVPD.

Summary:
Total energy (eV): -132692.3919
Energy above the lowest of the compared OMol25 structures with the same formula, charge and spin (eV): 2.523
E_HOMO (eV): -14.70
Total charge: +3

Element x y z (Å)
Zr: 0.049 -0.303 -0.217
O: -1.489 -0.671 2.849
C: -1.790 -0.432 1.689
N: -1.486 0.699 0.983
C: -0.951 1.770 1.829
C: 0.458 1.505 2.289
C: 1.022 2.209 3.343
C: 2.327 1.943 3.707
C: 3.045 0.979 3.002
C: 2.431 0.327 1.962
N: 1.151 0.580 1.603
C: -2.480 -1.495 0.858
C: -3.821 -1.759 1.051
C: -4.366 -2.804 0.320
C: -3.556 -3.495 -0.578
C: -2.241 -3.114 -0.745
N: -1.683 -2.127 -0.015
H: -1.581 1.901 2.712
H: -0.972 2.704 1.264
H: 0.433 2.948 3.869
H: 2.788 2.480 4.526
H: 4.073 0.751 3.247
H: 2.958 -0.396 1.355
H: -4.398 -1.182 1.760
H: -5.407 -3.076 0.437
H: -3.948 -4.312 -1.168
H: -1.602 -3.614 -1.463
N: -1.563 1.454 -2.750
P: -1.756 -0.182 -2.357
C: -3.542 -0.311 -2.204
C: -4.199 0.564 -1.333
C: -5.576 0.508 -1.207
C: -6.304 -0.418 -1.946
C: -5.656 -1.288 -2.811
C: -4.275 -1.239 -2.941
C: -1.256 -1.126 -3.804
C: -0.219 -2.050 -3.720
C: 0.231 -2.710 -4.855
C: -0.358 -2.446 -6.082
C: -1.396 -1.523 -6.179
C: -1.844 -0.867 -5.047
C: -0.608 2.266 -2.202
C: -0.477 3.579 -2.683
C: 0.499 4.390 -2.175
C: 1.364 3.880 -1.198
C: 1.180 2.595 -0.781
N: 0.192 1.771 -1.241
H: -2.148 1.875 -3.458
H: -3.637 1.292 -0.760
H: -6.086 1.195 -0.545
H: -7.383 -0.448 -1.859
H: -6.228 -1.994 -3.400
H: -3.778 -1.910 -3.631
H: 0.282 -2.236 -2.774
H: 1.053 -3.410 -4.787
H: -0.006 -2.953 -6.970
H: -1.853 -1.319 -7.137
H: -2.659 -0.157 -5.137
H: -1.148 3.923 -3.459
H: 0.612 5.402 -2.540
H: 2.171 4.468 -0.787
H: 1.861 2.161 -0.066
N: 2.058 -4.820 2.833
C: 0.973 -3.945 3.414
C: 1.015 -2.580 2.750
N: 0.884 -2.648 1.282
C: 1.940 -3.506 0.732
C: 1.947 -4.904 1.332
H: 2.015 -5.755 3.243
H: 2.973 -4.440 3.087
H: 1.132 -3.884 4.489
H: 0.033 -4.463 3.226
H: 1.963 -2.087 2.981
H: 0.218 -1.965 3.165
H: -0.019 -3.057 1.059
H: 2.903 -3.017 0.899
H: 1.834 -3.585 -0.348
H: 2.784 -5.498 0.969
H: 1.021 -5.443 1.130
C: 4.418 -2.201 -6.980
C: 3.894 -1.861 -5.615
C: 3.069 -0.763 -5.414
C: 2.591 -0.416 -4.157
C: 1.705 0.782 -4.013
C: 2.965 -1.206 -3.068
Se: 2.337 -0.812 -1.283
C: 3.818 -2.306 -3.221
C: 4.295 -3.181 -2.092
C: 4.253 -2.615 -4.505
H: 3.818 -1.740 -7.763
H: 4.430 -3.278 -7.143
H: 5.443 -1.843 -7.094
H: 2.783 -0.153 -6.263
H: 1.387 1.146 -4.989
H: 2.214 1.597 -3.492
H: 0.817 0.520 -3.440
H: 4.333 -2.651 -1.141
H: 5.297 -3.548 -2.307
H: 3.651 -4.059 -1.978
H: 4.914 -3.465 -4.636

=====

Computed, not measured: a molecular structure, C31H53N4O2SSi4TeW at a distorted geometry, with ωB97M-V/def2-TZVPD.

Summary:
Total energy (eV): -94521.0553
Energy above the lowest of the compared OMol25 structures with the same formula, charge and spin (eV): 0.700
E_HOMO (alpha / beta) (eV): -9.36 / -9.35
Total charge: +1

Element x y z (Å)
W: 2.310 0.455 0.009
C: 4.020 -0.769 3.915
C: 3.664 -0.094 2.629
N: 2.419 -0.069 2.070
O: 1.429 -0.717 2.816
C: 4.603 0.504 1.805
C: 6.087 0.448 1.926
N: 3.940 1.172 0.828
O: 4.118 1.060 -0.536
H: 3.158 -1.014 4.530
H: 4.693 -0.148 4.504
H: 4.535 -1.710 3.704
H: 1.393 -0.263 3.669
H: 6.434 0.799 2.900
H: 6.552 1.061 1.156
H: 6.436 -0.579 1.801
S: 1.800 1.986 -4.350
C: 1.981 0.296 -4.483
C: 2.110 -0.310 -3.265
C: 2.039 0.593 -2.162
C: 1.896 1.883 -2.632
C: 1.897 3.018 -1.738
C: 1.964 4.350 -2.147
C: 1.967 5.332 -1.179
C: 1.933 4.980 0.167
C: 1.926 3.643 0.497
N: 1.905 2.682 -0.436
H: 2.003 -0.171 -5.456
H: 2.295 -1.370 -3.175
H: 2.010 4.600 -3.197
H: 2.009 6.374 -1.468
H: 1.942 5.727 0.947
H: 1.940 3.310 1.526
C: -0.665 -4.637 -0.224
N: -0.154 -3.245 -0.307
C: 0.365 -2.973 -1.675
C: 0.843 -2.942 0.832
C: 2.276 -2.869 0.399
C: 2.977 -4.070 0.494
C: 4.302 -4.179 0.109
C: 4.927 -3.057 -0.396
C: 4.236 -1.854 -0.488
C: 2.901 -1.689 -0.091
H: -1.424 -4.782 -0.990
H: -1.090 -4.806 0.762
H: 0.171 -5.312 -0.395
H: -0.933 -2.593 -0.166
H: 1.245 -3.586 -1.842
H: 0.613 -1.921 -1.739
H: -0.418 -3.227 -2.385
H: 0.701 -3.752 1.545
H: 0.502 -2.017 1.277
H: 2.473 -4.942 0.900
H: 4.826 -5.121 0.200
H: 5.957 -3.103 -0.727
H: 4.761 -1.005 -0.906
C: -5.207 0.417 -2.409
Si: -3.392 -0.016 -2.181
C: -3.181 -1.872 -2.488
C: -2.299 0.911 -3.387
Si: -2.802 0.577 0.018
Te: -0.306 0.432 0.193
Si: -3.038 2.912 0.397
C: -2.403 3.313 2.119
C: -1.990 3.829 -0.865
C: -4.838 3.433 0.249
Si: -3.575 -0.722 1.823
C: -2.668 -0.232 3.389
C: -3.212 -2.552 1.520
C: -5.425 -0.444 1.974
H: -5.480 0.291 -3.461
H: -5.435 1.446 -2.131
H: -5.853 -0.239 -1.822
H: -3.881 -2.190 -3.265
H: -3.373 -2.494 -1.612
H: -2.178 -2.083 -2.865
H: -2.441 0.507 -4.394
H: -1.242 0.811 -3.127
H: -2.534 1.975 -3.422
H: -1.397 2.920 2.279
H: -3.053 2.910 2.898
H: -2.369 4.398 2.249
H: -0.960 3.464 -0.879
H: -1.967 4.893 -0.614
H: -2.392 3.738 -1.876
H: -5.501 2.859 0.898
H: -5.211 3.353 -0.773
H: -4.923 4.483 0.543
H: -1.592 -0.205 3.208
H: -2.871 -0.966 4.174
H: -2.973 0.747 3.760
H: -2.141 -2.739 1.644
H: -3.532 -2.912 0.542
H: -3.725 -3.154 2.275
H: -5.664 0.606 2.154
H: -5.812 -1.018 2.820
H: -5.967 -0.764 1.083

=====

Computed, not measured: a molecular structure, C4H12ClO4Zn at a distorted geometry, with ωB97M-V/def2-TZVPD.

Summary:
Total energy (eV): -73455.8444
Energy above the lowest of the compared OMol25 structures with the same formula, charge and spin (eV): 11.445
E_HOMO (eV): -12.35
Total charge: +1

Element x y z (Å)
Zn: -0.137 2.209 -0.011
Cl: 0.516 0.685 0.692
C: 0.756 -1.644 2.093
C: 1.065 -2.333 0.778
O: 1.431 -1.411 -0.247
O: -0.484 -0.823 2.125
H: 1.587 -1.046 2.468
H: 0.609 -2.400 2.864
H: 0.265 -2.851 0.249
H: 1.866 -3.034 1.012
H: 0.845 -0.682 -0.030
H: -0.207 0.094 2.191
C: -1.504 1.075 -1.373
C: -0.063 0.998 -1.787
O: 0.643 2.251 -1.387
O: -1.644 1.671 -0.121
H: -1.857 0.053 -1.232
H: -2.059 1.727 -2.048
H: -0.061 0.780 -2.855
H: 0.458 0.160 -1.324
H: 0.558 2.839 -2.141
H: -2.582 1.682 0.084